Record 1
Entry from the Open Molecules 2025 dataset: a structure of composition C32H35BN10O4S2Ti (the ωB97M-V functional and the def2-TZVPD basis).

Each line ends with the Mulliken spin population.
Element x y z (Å)
Ti1 -0.02 0.39 0.49  0.9771
C1 -1.96 -0.30 -2.84  0.0083
C2 -1.70 -1.41 -1.89  -0.0011
C3 -2.18 -2.72 -2.10  0.0023
C4 -1.75 -3.45 -1.02  0.0059
C5 -1.97 -4.90 -0.74  -0.0003
N1 -1.05 -2.62 -0.23  -0.0076
N2 -1.00 -1.36 -0.75  0.0010
B1 -0.42 -2.99 1.12  -0.0222
N3 1.10 -2.94 0.98  0.0028
N4 1.70 -1.91 0.35  -0.0033
C6 2.99 -2.21 0.27  0.0013
C7 4.04 -1.34 -0.34  0.0019
C8 3.23 -3.46 0.87  -0.0007
C9 2.00 -3.90 1.30  0.0007
C10 1.65 -5.19 1.96  -0.0001
N5 -0.99 -2.02 2.18  0.0137
N6 -1.20 -0.69 1.94  -0.0020
C11 -1.93 -0.23 2.97  0.0191
C12 -2.44 1.16 3.12  0.0006
C13 -2.18 -1.28 3.87  0.0027
C14 -1.57 -2.39 3.34  0.0109
C15 -1.56 -3.78 3.88  -0.0002
H1 -2.88 -0.49 -3.39  0.0003
H2 -2.03 0.65 -2.33  -0.0014
H3 -1.15 -0.23 -3.57  -0.0011
H4 -2.77 -3.07 -2.93  0.0000
H5 -2.57 -5.33 -1.53  -0.0001
H6 -1.02 -5.43 -0.68  0.0003
H7 -2.49 -5.05 0.21  0.0003
H8 -0.74 -4.10 1.42  -0.0003
H9 3.65 -0.81 -1.21  -0.0001
H10 4.40 -0.60 0.37  -0.0005
H11 4.88 -1.95 -0.66  0.0001
H12 4.17 -3.98 0.96  0.0000
H13 2.55 -5.78 2.10  0.0000
H14 1.18 -5.04 2.94  0.0001
H15 0.95 -5.77 1.35  0.0000
H16 -1.66 1.89 2.95  0.0008
H17 -3.22 1.38 2.39  0.0009
H18 -2.85 1.29 4.12  0.0004
H19 -2.75 -1.22 4.79  0.0003
H20 -2.06 -3.78 4.85  0.0001
H21 -2.08 -4.46 3.21  0.0006
H22 -0.54 -4.15 4.01  0.0004
O1 -2.17 3.42 0.77  -0.0011
S1 -1.04 2.68 0.25  -0.0008
O2 -0.22 3.39 -0.70  0.0021
O3 -0.15 2.15 1.37  -0.0085
O4 -1.49 1.33 -0.30  0.0131
C16 2.31 0.81 4.06  -0.0077
C17 1.48 0.13 3.17  0.0179
N7 1.48 0.34 1.86  -0.0528
C18 2.39 1.24 1.37  0.0226
C19 3.31 1.93 2.20  0.0029
C20 3.22 1.72 3.58  0.0118
C21 4.29 2.76 1.59  0.0052
C22 4.41 2.78 0.23  -0.0049
C23 3.51 2.09 -0.60  0.0121
C24 3.75 1.89 -2.01  -0.0045
C25 2.88 1.17 -2.73  0.0075
C26 1.57 0.80 -2.18  0.0314
N8 1.44 0.80 -0.78  -0.0225
C27 2.41 1.43 -0.05  -0.0510
H23 2.24 0.61 5.12  0.0000
H24 0.78 -0.62 3.53  0.0065
H25 3.87 2.26 4.26  0.0004
H26 4.97 3.31 2.22  0.0004
H27 5.21 3.35 -0.23  0.0001
H28 4.67 2.25 -2.44  0.0000
H29 3.05 0.94 -3.77  0.0000
H30 1.09 -0.05 -2.64  0.0086
C28 1.28 -1.67 -6.37  0.0000
C29 0.75 -0.27 -6.21  0.0001
C30 0.16 0.41 -7.26  0.0000
C31 -0.31 1.69 -6.97  -0.0001
N9 -0.23 2.23 -5.77  0.0000
C32 0.37 1.51 -4.80  -0.0003
S2 0.42 2.25 -3.23  -0.0008
N10 0.85 0.27 -5.00  0.0009
H31 1.53 -1.88 -7.41  0.0000
H32 0.53 -2.39 -6.03  0.0000
H33 2.17 -1.80 -5.74  0.0000
H34 0.07 -0.01 -8.25  0.0000
H35 -0.78 2.30 -7.73  0.0000

HOMO-LUMO gap (spin up / spin down) = 6.32 / 6.50 eV
LUMO energy (spin up / spin down) = 2.32 / 2.31 eV
<S²> = 0.753
2S+1 = 2
DFT total energy = -3759.98479 Ha
Total charge = -1


Record 2
Entry from the Open Molecules 2025 dataset: a structure of composition C32H35BrF24N2O7S (the ωB97M-V functional and the def2-TZVPD basis).

Each line ends with the Mulliken charge.
Element x y z (Å)
C1 3.92 -3.68 1.21  -0.5228
C2 4.79 -2.46 1.58  -0.8624
O1 4.26 -1.17 1.19  -0.4327
C3 2.88 -1.10 1.14  0.3384
C4 2.21 -1.05 -0.17  0.5287
C5 2.94 -1.11 -1.51  -0.4241
C6 4.35 -0.42 -1.53  -1.0562
C7 5.44 -1.55 -1.66  -0.3485
C8 6.79 -1.18 -1.02  -0.5360
O2 7.49 -2.43 -0.73  -0.5535
C9 0.82 -0.95 -0.18  -0.0483
C10 -0.03 -0.86 -1.44  -1.1683
C11 -1.27 -1.82 -1.47  -0.9881
O3 -1.08 -3.05 -0.77  -0.3651
C12 -0.11 -3.82 -1.35  0.4618
O4 0.11 -3.83 -2.54  -0.6168
C13 0.65 -4.71 -0.35  0.1778
C14 1.84 -5.46 -1.02  -1.1687
C15 0.11 -0.92 1.08  0.9828
N1 -1.20 -0.85 1.28  -0.4660
S1 -1.57 -0.87 2.85  0.1343
N2 -0.03 -0.94 3.44  -0.7157
C16 0.77 -0.99 2.40  0.8272
C17 2.21 -1.08 2.34  -0.0154
Br1 3.13 -1.13 4.04  -0.1734
H1 3.42 -3.60 0.23  -0.2582
H2 4.61 -4.54 1.13  0.5285
H3 3.22 -3.89 2.04  0.3510
H4 5.74 -2.57 1.02  0.4782
H5 5.07 -2.43 2.64  0.3600
H6 2.34 -0.62 -2.30  0.3808
H7 3.06 -2.17 -1.79  0.0062
H8 4.45 0.21 -2.43  0.4576
H9 4.54 0.21 -0.65  0.3319
H10 5.53 -1.90 -2.71  0.4384
H11 5.06 -2.43 -1.09  0.0914
H12 7.45 -0.63 -1.71  0.3871
H13 6.68 -0.67 -0.05  0.2083
H14 7.08 -3.09 -1.30  0.3386
H15 -0.44 0.17 -1.48  0.4337
H16 0.52 -1.01 -2.38  0.1872
H17 -2.11 -1.29 -0.99  0.4609
H18 -1.57 -1.95 -2.52  0.5305
H19 1.02 -4.04 0.45  -0.1189
H20 -0.09 -5.42 0.07  0.4357
H21 2.53 -5.81 -0.24  0.3005
H22 1.42 -6.32 -1.56  0.3940
H23 2.30 -4.78 -1.75  0.2616
C18 -3.03 0.69 -6.60  -0.7817
C19 -1.88 1.21 -5.71  0.8814
C20 -1.58 0.41 -4.45  0.1504
F1 -2.61 0.38 -3.59  -0.2102
F2 -0.54 0.98 -3.78  -0.3083
F3 -2.11 2.51 -5.41  -0.2703
F4 -0.76 1.18 -6.48  -0.3315
O5 -4.31 1.32 -6.46  -0.4016
C21 -5.18 0.87 -5.47  0.7919
C22 -5.47 1.95 -4.43  0.1771
F5 -4.34 2.37 -3.82  -0.1914
F6 -6.28 1.47 -3.46  -0.2094
F7 -4.72 -0.27 -4.92  -0.2649
F8 -6.33 0.55 -6.09  -0.2984
H24 -2.74 0.93 -7.62  0.4293
H25 -3.11 -0.39 -6.58  0.3499
H26 -1.30 -0.62 -4.69  0.3242
H27 -5.94 2.82 -4.89  0.1875
C23 5.21 2.27 5.03  -0.3132
C24 4.41 3.21 5.95  0.8691
C25 4.49 4.71 5.64  0.1157
F9 5.74 5.20 5.74  -0.2175
F10 3.73 5.40 6.53  -0.2721
F11 4.77 2.98 7.24  -0.2821
F12 3.10 2.85 5.85  -0.3267
O6 6.48 1.82 5.49  -0.4158
C26 7.60 2.61 5.26  0.7784
C27 8.25 3.08 6.56  0.2000
F13 7.39 3.81 7.30  -0.2146
F14 9.31 3.87 6.29  -0.2611
F15 7.31 3.62 4.43  -0.2830
F16 8.49 1.82 4.60  -0.2930
H28 4.62 1.35 4.98  0.0132
H29 5.25 2.63 4.00  0.3862
H30 4.10 4.92 4.64  0.2784
H31 8.58 2.23 7.16  0.2305
C28 -8.60 2.88 0.18  -0.7358
C29 -7.84 1.73 0.86  0.8505
C30 -7.49 0.52 -0.02  0.3113
F17 -8.59 -0.10 -0.50  -0.2178
F18 -6.82 -0.40 0.71  -0.2771
F19 -8.52 1.34 1.96  -0.2735
F20 -6.66 2.25 1.30  -0.3246
O7 -10.02 2.94 0.36  -0.4002
C31 -10.84 2.21 -0.49  0.8097
C32 -11.64 1.14 0.27  0.1770
F21 -10.83 0.27 0.89  -0.2114
F22 -12.40 0.43 -0.60  -0.2560
F23 -10.14 1.70 -1.51  -0.2787
F24 -11.71 3.10 -1.02  -0.3011
H32 -8.24 3.79 0.67  0.4173
H33 -8.32 3.00 -0.87  0.3640
H34 -6.86 0.81 -0.86  0.1128
H35 -12.29 1.60 1.02  0.2434

HOMO-LUMO gap = 8.05 eV
LUMO energy = -0.84 eV
DFT total energy = -7245.52151 Ha
Total charge = 0


Record 3
Entry from the Open Molecules 2025 dataset: a structure of composition C32H35F9N5STeTi (the ωB97M-V functional and the def2-TZVPD basis).

Each line ends with the Mulliken spin population.
Element x y z (Å)
Ti1 0.29 -0.23 -0.08  1.8287
C1 -1.15 -1.54 3.97  -0.0013
C2 -1.87 -2.66 3.24  0.0007
N1 -1.13 -3.20 2.10  0.0080
C3 -0.90 -4.62 2.25  -0.0004
C4 0.16 -4.91 3.29  0.0009
C5 -1.75 -2.82 0.84  0.1455
C6 -0.97 -3.18 -0.42  -0.0612
N2 -0.04 -2.14 -0.88  -0.0673
C7 0.84 -2.53 -1.82  0.0034
C8 1.89 -1.65 -2.20  0.0234
F1 1.96 -0.42 -1.59  0.0110
C9 2.85 -1.91 -3.14  0.0034
F2 3.80 -0.98 -3.37  -0.0007
C10 2.87 -3.11 -3.85  0.0194
C11 1.84 -3.98 -3.54  -0.0014
F3 1.76 -5.16 -4.20  -0.0002
C12 0.87 -3.72 -2.59  0.0136
F4 -0.11 -4.66 -2.47  0.0006
H1 -1.78 -1.15 4.78  0.0002
H2 -0.92 -0.71 3.30  0.0034
H3 -0.21 -1.89 4.39  0.0003
H4 -2.07 -3.48 3.94  -0.0002
H5 -2.85 -2.30 2.91  -0.0005
H6 -1.84 -5.15 2.50  0.0001
H7 -0.57 -5.03 1.29  0.0002
H8 -0.16 -4.60 4.29  0.0000
H9 0.39 -5.97 3.33  -0.0001
H10 1.07 -4.35 3.05  0.0005
H11 -2.76 -3.26 0.75  0.0099
H12 -1.92 -1.74 0.89  -0.0650
H13 -0.43 -4.11 -0.24  -0.0035
H14 -1.71 -3.41 -1.19  -0.0141
H15 3.62 -3.34 -4.58  0.0029
F5 6.79 1.43 3.28  0.0000
C13 5.66 0.81 2.88  0.0003
C14 4.86 1.37 1.90  0.0067
F6 5.20 2.55 1.34  0.0002
C15 3.71 0.71 1.49  0.0494
F7 2.99 1.33 0.51  0.0015
C16 3.30 -0.51 2.01  -0.0426
S1 1.87 -1.38 1.49  0.0355
C17 4.13 -1.03 3.01  -0.0033
F8 3.84 -2.20 3.61  -0.0003
C18 5.28 -0.39 3.44  0.0021
F9 6.05 -0.95 4.41  0.0002
N3 -0.41 0.08 -4.24  0.0007
N4 -1.20 -0.20 -3.07  0.0037
H16 -0.84 -0.33 -5.07  -0.0001
H17 0.49 -0.38 -4.10  0.0015
H18 -1.60 -1.13 -3.10  0.0039
H19 -1.95 0.48 -3.03  0.0002
C19 0.36 3.63 -3.19  0.0300
Te1 0.47 2.61 -1.33  0.0421
C20 -1.54 3.25 -1.18  0.0007
C21 -1.56 4.56 -1.93  -0.0089
C22 -2.48 5.56 -1.64  -0.0018
C23 -2.45 6.76 -2.35  0.0017
C24 -1.50 6.96 -3.34  -0.0009
C25 -0.59 5.95 -3.64  0.0010
C26 -0.61 4.75 -2.94  0.0021
H20 -0.02 2.88 -3.90  -0.0005
H21 1.34 3.96 -3.54  0.0008
H22 -1.84 3.31 -0.14  0.0056
H23 -2.16 2.49 -1.67  0.0018
H24 -3.20 5.41 -0.85  0.0001
H25 -3.15 7.54 -2.11  0.0001
H26 -1.47 7.89 -3.89  0.0000
H27 0.15 6.10 -4.41  0.0000
C27 -3.20 0.02 -0.37  0.0103
C28 -2.57 0.86 0.70  0.0038
C29 -3.18 1.70 1.60  0.0008
C30 -2.13 2.27 2.39  0.0048
C31 -0.95 1.75 1.93  0.0072
C32 0.43 2.02 2.45  0.0106
N5 -1.20 0.87 0.89  -0.0330
H28 -3.96 -0.65 0.02  0.0025
H29 -2.44 -0.60 -0.86  -0.0042
H30 -3.67 0.64 -1.14  0.0014
H31 -4.24 1.88 1.69  0.0012
H32 -2.23 2.97 3.21  -0.0001
H33 0.35 2.46 3.45  0.0006
H34 0.99 2.73 1.83  -0.0026
H35 1.02 1.11 2.54  0.0029

HOMO-LUMO gap (spin up / spin down) = 5.42 / 7.03 eV
LUMO energy (spin up / spin down) = 2.20 / 2.20 eV
<S²> = 2.005
2S+1 = 3
DFT total energy = -3928.64109 Ha
Total charge = -1


| no. | strongest force on any atom (eV Å⁻¹) |
| --- | --- |
| 1 | 4.54 |
| 2 | 2.27 |
| 3 | 0.98 |